P.
# C5H9N2P

C5H9N2P in the gas phase (wB97M-V/def2-TZVPD, OMol25).

Orbital gap in eV: 9.4
SMILES: CP(C)c1cc[nH]n1
E_LUMO in eV: 1.0637

Structure (XYZ):
```
17
Properties=species:S:1:pos:R:3:lowdin_charge:R:1
H -2.3462 -1.7297 -0.4997 0.065
H 2.9140 2.2924 -0.0485 0.104
P -0.6099 -0.4096 1.1575 0.869
C 0.3044 0.8396 0.2796 -0.569
C -0.1785 2.0627 -0.2554 -0.102
H 0.9937 3.7813 -1.0715 0.129
H 0.5850 -2.1388 -0.1583 0.061
N 1.9852 2.0899 -0.1146 -0.004
N 1.6046 0.8688 0.3890 0.043
H -0.1669 -2.6010 1.3597 0.006
C -1.7828 -0.7469 -0.3081 -0.292
C 0.9077 2.8003 -0.5516 -0.112
H 1.3595 -1.8296 1.4488 0.035
H -2.5578 0.0174 -0.3464 0.010
H -1.1828 2.3010 -0.5303 0.091
C 0.4172 -1.8445 0.9027 -0.357
H -1.0126 -0.5249 -1.0682 0.022
```

Q.
# C5H9N2P

C5H9N2P in the gas phase (wB97M-V/def2-TZVPD, OMol25).

Orbital gap in eV: 9.6
SMILES: CC(C)C1=[PH]=CN=N1
E_LUMO in eV: 0.1048

Structure (XYZ):
```
17
Properties=species:S:1:pos:R:3:lowdin_charge:R:1
N 1.4248 1.3212 0.0894 0.028
P 2.4166 -1.1698 0.0048 0.959
H -0.2083 -0.8765 1.9539 0.098
H -1.7327 -1.5990 0.8823 0.059
C -1.0234 -0.8166 1.1332 -0.039
C -0.3161 -0.2508 -0.2033 -0.418
H 4.5978 0.4961 -0.0186 0.082
N 2.7964 1.4011 0.0829 -0.085
H -2.0461 0.9767 -0.7611 0.077
H -0.3470 -0.8576 -1.0622 0.109
H -0.7437 1.7322 0.2003 0.036
C 3.4742 0.3388 -0.0332 -0.416
H -1.7634 -0.0219 1.4697 0.080
C -1.0019 1.0925 -0.5500 -0.087
H -0.5472 1.3585 -1.5046 0.084
C 1.0612 0.0675 -0.0063 -0.564
H 2.2787 -1.2208 -1.4705 -0.005
```

Top of the stability list: P, leading by 41.7 kcal/mol.

P.
# C3H6N

2 unconnected molecules or ions with the total composition C3H6N (wB97M-V/def2-TZVPD, OMol25).

Orbital gap (spin up / spin down) in eV: 8.8 / 9.5
2S+1: 3
⟨S²⟩: 2.005
Total charge: +1
E_LUMO (spin up / spin down) in eV: -5.4952 / -8.0390

Structure (XYZ):
```
10
Properties=species:S:1:pos:R:3:lowdin_charge:R:1
C -1.2728 0.6291 -0.4358 0.137
H 1.6037 0.8762 -0.2091 0.102
H 0.6387 0.3103 2.1932 0.156
H 1.0467 -0.3597 -1.4635 0.157
H -1.6746 -1.4838 0.6195 0.155
H -1.7488 1.3827 -0.8957 0.110
C -1.4069 -0.6005 0.0416 0.220
N -0.1322 0.1782 0.2688 -0.068
C 1.1258 -0.1101 -0.3235 -0.083
H 1.8204 -0.8224 0.2045 0.113
```

Q.
# C3H6N

A gas-phase ion, C3H6N (charge +1) (wB97M-V/def2-TZVPD, OMol25).

Orbital gap (spin up / spin down) in eV: 8.1 / 7.4
2S+1: 3
⟨S²⟩: 2.007
Total charge: +1
E_LUMO (spin up / spin down) in eV: -4.6420 / -6.9241

Structure (XYZ):
```
10
Properties=species:S:1:pos:R:3:lowdin_charge:R:1
H 2.1383 -1.0294 0.9765 0.191
H -2.3713 0.8768 -0.5462 0.054
H -2.0250 -0.0422 -1.8039 0.106
N 1.8738 -0.0564 0.8247 0.138
C -0.4695 0.0335 -0.4297 0.108
C 0.5097 0.1041 0.7799 0.014
C -1.8251 0.0814 -0.7495 -0.101
H 2.2114 0.2249 -0.0989 0.174
H -2.2680 -0.8585 -0.4198 0.133
H 2.2259 0.6658 1.4670 0.184
```

Top of the stability list: Q, leading by 20.4 kcal/mol.

P.
# C39H33AsBBrHfN4O7S

A molecular structure, C39H33AsBBrHfN4O7S (wB97M-V/def2-TZVPD, OMol25).

Orbital gap (spin up / spin down) in eV: 4.3 / 7.8
2S+1: 2
⟨S²⟩: 0.763
Total charge: -1
E_LUMO (spin up / spin down) in eV: 2.0952 / 2.0935

Structure (XYZ):
```
88
Properties=species:S:1:pos:R:3:lowdin_charge:R:1
H -1.4214 -0.8156 -2.8670 0.124
S 2.9589 0.6619 -2.1679 0.751
C 3.3318 -4.2823 -0.4776 0.001
C 1.5863 -3.4057 0.9551 -0.213
O 1.9504 2.7411 -0.1805 -0.210
H 4.5184 0.4955 0.1619 0.078
H -4.8621 -2.8105 -0.4809 0.106
C -3.2758 -3.0527 2.4905 -0.060
H -4.1832 -3.6716 4.3273 0.101
H -1.7045 -0.3035 2.9277 0.022
O 0.4267 -0.1828 3.9340 0.012
H -2.4226 4.8049 -1.6715 0.109
C 2.2001 -1.3041 -3.9323 -0.079
H -1.3834 -2.7925 0.6093 0.055
C 2.1242 4.0046 -0.3970 -0.567
C -4.7107 -3.0094 0.5748 -0.068
N 2.8905 0.4134 1.4172 -0.032
C 2.3628 -0.1309 2.5733 -0.240
C 4.1274 0.0340 1.0612 -0.173
C 3.0672 -1.0834 3.3310 -0.027
C -1.2373 4.3535 1.4515 0.020
H -0.8598 -2.6286 -4.4983 0.101
H -2.5565 1.1174 2.3368 0.028
C -5.7635 -3.4768 1.3478 -0.099
C 3.3006 -5.4462 0.2873 -0.107
C -1.8222 5.0123 0.3899 -0.039
H 3.9644 -6.2630 0.0329 0.092
H 0.5144 7.5837 -2.8846 0.095
H 4.0057 -4.1593 -1.3155 0.115
C 0.7599 6.5304 -2.8642 -0.132
N -0.8559 2.4133 0.0927 -0.013
H -3.4190 -0.4326 2.4450 0.027
N 0.4982 1.2268 2.0567 -0.036
O -0.4273 2.7033 3.5801 0.077
H -2.1756 6.0303 0.4883 0.109
Hf 1.0210 0.8887 0.0403 1.482
C -0.7847 3.0537 1.2758 -0.191
H 2.4493 -6.4839 1.9527 0.093
C 4.8723 -0.8856 1.7591 -0.093
C 1.0281 0.2938 2.9625 -0.473
C -4.3301 -3.5020 3.2677 -0.085
C 1.3792 3.8168 -2.8271 -0.028
H -2.2995 -2.8878 2.9325 0.121
H -6.7309 -3.6471 0.8907 0.096
C 2.4365 -5.5721 1.3687 -0.107
H 0.7433 3.8026 -4.8842 0.099
H -4.4705 -0.2084 0.1013 0.016
H -3.6725 -0.0085 -1.4780 0.013
H -6.3956 -4.0954 3.3039 0.093
H 3.2465 -1.3868 -4.1846 0.106
C -0.0853 -1.9908 -4.0989 -0.064
H -1.4956 2.5068 -1.8512 0.111
H 5.8615 -1.1559 1.4168 0.084
C -3.4479 -2.7992 1.1278 -0.313
C 1.2553 -2.1317 -4.4811 -0.067
C 1.2722 5.9420 -1.7194 -0.024
C 4.3147 -1.4725 2.9267 -0.091
H 4.8739 -2.2104 3.4885 0.091
H 1.6321 2.7665 -2.8065 0.043
C -2.3112 -2.3130 0.2997 -0.293
O 0.8478 -2.2676 1.0525 0.072
O 2.7456 4.7584 0.3302 0.067
H -1.1292 4.7995 2.4300 0.124
O 0.1178 0.7840 -1.8682 -0.360
C -1.4372 3.0615 -0.9235 -0.136
H 0.8914 -4.6450 2.5695 0.117
As -1.9040 -0.3293 0.3810 1.212
C 0.8812 4.3934 -3.9884 -0.118
C 1.5658 4.5845 -1.6865 -0.127
C 2.4676 -3.2734 -0.1146 -0.208
C -3.6295 0.2484 -0.4179 -0.285
H -3.6988 1.3334 -0.3255 0.009
C -0.2254 2.3008 2.4466 -0.491
H 1.4480 6.5266 -0.8254 0.120
C 1.8562 -0.3248 -2.9797 -0.675
H 2.5831 -1.4834 4.2117 0.112
C -0.4149 -1.0126 -3.2058 -0.029
C -5.5770 -3.7262 2.6990 -0.108
C -1.9497 4.3354 -0.8204 -0.048
B 1.2887 -1.3653 0.0473 -0.590
C 0.5680 5.7406 -3.9851 -0.693
O 2.2970 -2.0468 -0.6770 0.077
H 1.5403 -2.8906 -5.1973 0.106
N 0.5225 -0.1946 -2.6899 -0.190
C -2.4629 0.0374 2.2203 -0.264
C 1.5585 -4.5495 1.7227 0.004
H -2.4826 -2.5298 -0.7571 0.067
Br -0.1373 6.5399 -5.5672 0.684
```

Q.
# C39H33AsBBrHfN4O7S

A molecular structure, C39H33AsBBrHfN4O7S (wB97M-V/def2-TZVPD, OMol25).

Orbital gap (spin up / spin down) in eV: 3.9 / 7.5
2S+1: 2
⟨S²⟩: 0.764
Total charge: -1
E_LUMO (spin up / spin down) in eV: 2.2105 / 2.2099

Structure (XYZ):
```
88
Properties=species:S:1:pos:R:3:lowdin_charge:R:1
Br -6.1866 -5.6031 2.4881 0.701
H 2.0830 -0.6844 0.7576 0.046
H -4.9898 -0.9611 -2.3664 0.088
H 3.4666 5.7026 2.0273 0.104
C -1.3360 -2.1991 -4.1606 -0.003
H 2.8638 0.7531 -3.4152 0.035
H 2.2200 -0.7176 -2.6801 0.024
H 5.7016 -0.0571 0.7976 0.106
C -1.2584 -0.4047 -5.7940 -0.104
H -4.5388 -0.9946 1.4861 0.126
C -2.9260 -2.3889 1.6211 -0.121
H -0.4997 -1.9930 5.9329 0.100
H -6.2901 -2.7114 1.9253 0.100
O -2.2157 -0.1325 1.3971 -0.197
C -1.5309 -1.7262 -5.4589 -0.108
O -0.6151 -1.4864 -1.9050 0.103
H -1.9082 -2.4016 -6.2163 0.090
As 2.5051 1.1582 -0.9515 1.221
C -3.3438 -0.1687 -1.2732 -0.156
C 3.0071 -0.1826 0.4679 -0.311
C -2.0568 0.8451 4.9354 -0.086
C 4.2418 2.1172 -0.9237 -0.286
C -4.4255 -0.0747 -2.1098 -0.088
N -0.8423 2.8749 -0.4920 -0.012
C 4.5995 -3.3034 -0.9550 -0.088
H 3.3491 0.4138 1.3153 0.064
H -5.6114 1.3044 -3.3060 0.085
C 3.6526 -2.3776 -0.5495 -0.054
S -1.6460 2.4236 2.7173 0.694
H -1.4292 -0.0691 -6.8092 0.092
H -2.3352 -0.4152 6.6303 0.104
C -5.2434 -2.9812 1.9068 -0.117
H 4.2482 2.8164 -1.7607 0.022
C -4.8563 -4.2921 2.1319 -0.690
C 1.9904 2.6887 2.3711 -0.147
H 1.9161 5.6702 0.0425 0.120
C 6.3443 -1.8934 -0.1090 -0.098
O -0.1281 0.6701 -2.4714 0.013
C -1.7709 -0.2374 5.7241 -0.075
H 1.9654 1.8015 2.9905 0.105
H 3.4642 3.6983 3.5434 0.100
H -1.5122 -3.9698 1.7901 0.120
O 0.4255 4.5068 -1.5571 0.075
C -0.0775 -0.8731 4.1858 -0.025
C -0.5849 0.0240 -3.5708 -0.225
H -0.5747 1.5352 -5.0929 0.120
H -4.1866 3.2676 -2.6727 0.108
C -2.0054 3.2275 -1.1798 -0.467
C 5.9516 -3.0640 -0.7413 -0.110
H 3.9416 -0.3240 -2.4939 0.026
N -0.3638 0.2034 3.4289 -0.174
H 4.2873 -4.2175 -1.4448 0.100
C -4.7630 1.1914 -2.6425 -0.104
C 0.2111 3.7535 -0.6249 -0.494
C -3.9875 2.2708 -2.3055 -0.025
C -3.5245 -4.6726 2.1038 -0.126
H -3.0628 -1.1282 -0.8553 0.105
N 1.1713 2.6717 1.3208 -0.020
H -1.5566 -3.2220 -3.8848 0.113
C -0.7747 0.5003 -4.8496 0.012
H 6.6911 -3.7880 -1.0595 0.093
C -2.8787 2.0943 -1.4661 -0.210
C -2.5622 -3.7120 1.8405 -0.006
H 5.0756 1.4232 -1.0255 0.008
B -0.2027 -0.2433 -1.3684 -0.634
C 1.1527 3.7488 0.5277 -0.238
H 2.5964 -2.5659 -0.7115 0.121
C -1.3482 1.1089 3.7429 -0.679
O 0.3828 0.3940 2.3397 -0.339
C -1.8682 -1.3642 1.3639 -0.613
Hf -0.5461 0.9364 0.5370 1.590
C 2.8211 4.8560 1.8312 -0.059
C -0.8675 -1.2968 -3.2325 -0.224
O -0.7000 -1.7010 1.1322 -0.015
C 2.8270 3.7440 2.6714 -0.057
C -4.2683 -2.0284 1.6586 -0.003
N -2.5669 0.8754 -0.9347 -0.001
H -2.8474 1.5352 5.1897 0.102
O -2.3167 4.3743 -1.5016 0.024
C 1.9753 4.8505 0.7442 0.005
C 2.9370 0.0926 -2.5503 -0.271
C 5.3929 -0.9673 0.2956 -0.068
H 0.7026 -1.5010 3.7828 0.142
C -0.7539 -1.1238 5.3453 -0.067
H -3.2479 -5.7019 2.2854 0.096
C 4.0337 -1.1871 0.0734 -0.311
H 4.3420 2.6891 0.0004 0.009
H 7.3954 -1.7041 0.0725 0.096
```

Top of the stability list: P, leading by 19.6 kcal/mol.